No. 1
DFT (wB97M-V/def2-TZVPD) results for a molecular structure, C13H17ClN6O8STi.

## Properties
Expectation value of S² = 0.75
Total charge = -1
Multiplicity = 2

```
47
Properties=species:S:1:pos:R:3:forces:R:3
Ti 0.7928 -0.1979 -0.0843 0.66 0.34 0.66
O 2.4320 1.2623 2.9437 0.01 0.01 0.01
C 1.2822 0.9586 3.6980 -0.03 0.00 0.01
C 0.0145 1.6116 3.1686 0.01 0.01 0.00
N -0.5485 1.0151 1.9504 0.06 -0.16 -0.17
C -1.4711 -0.0708 2.2560 -0.02 -0.04 0.05
C -1.9037 -0.8416 1.0045 0.03 0.02 0.04
O -3.0062 -1.3556 0.9716 0.01 0.02 -0.01
O -1.0310 -0.8871 0.0447 -0.64 -0.10 -0.19
C -1.1647 2.0253 1.0984 -0.04 0.05 0.08
C -0.1712 2.5737 0.0775 -0.04 -0.07 -0.04
O -0.2487 3.7105 -0.3396 -0.05 -0.01 0.01
O 0.6906 1.6817 -0.3121 -0.09 0.51 -0.29
H 2.4786 0.7133 2.1458 -0.02 0.02 0.02
H 1.4596 1.3681 4.6973 -0.01 -0.01 0.00
H 1.1383 -0.1198 3.7998 0.01 -0.01 0.00
H 0.2371 2.6618 2.9698 0.07 -0.02 -0.05
H -0.7424 1.5845 3.9692 -0.04 0.06 -0.01
H -2.3767 0.2832 2.7667 0.01 0.01 0.00
H -0.9674 -0.7852 2.9107 0.00 0.00 0.00
H -1.6144 2.8504 1.6606 0.01 -0.01 0.02
H -1.9543 1.5522 0.5087 0.00 0.03 0.00
N 1.6686 -1.4393 -4.0233 0.00 -0.04 -0.03
C 1.9325 -1.1254 -2.7580 0.01 0.06 0.04
N 0.8978 -0.4847 -2.2535 -0.14 -0.16 -0.27
C 0.0013 -0.4374 -3.2840 0.15 -0.10 -0.05
N 0.4421 -1.0104 -4.3838 0.00 0.07 0.03
C -1.3232 0.1986 -3.2365 -0.17 0.03 0.02
C -2.2551 -0.0506 -4.2455 0.03 0.01 0.06
N -3.4476 0.5274 -4.2536 -0.02 0.02 0.00
C -3.7070 1.3552 -3.2448 0.00 -0.01 0.00
C -2.7836 1.5989 -2.2403 0.02 -0.01 0.00
N -1.5906 1.0204 -2.2306 0.00 0.01 -0.07
H 2.2502 -1.9271 -4.6804 -0.01 0.01 0.00
H 2.8404 -1.3447 -2.2203 0.00 -0.01 0.00
H -2.0203 -0.7315 -5.0531 0.01 -0.01 0.00
H -4.6775 1.8371 -3.2353 0.00 0.00 0.00
H -3.0055 2.2847 -1.4306 0.00 0.00 -0.01
Cl 3.2808 0.0830 -0.1346 0.16 -0.02 -0.03
C 3.1429 -2.9586 1.5706 0.02 0.03 0.00
S 1.4557 -2.5944 1.2076 -0.04 -0.22 -0.02
O 1.3348 -2.4777 -0.2582 0.02 0.02 0.00
O 0.6543 -3.6050 1.8362 0.05 -0.01 0.00
O 1.2118 -1.2138 1.7200 0.03 -0.30 0.22
H 3.3723 -3.9218 1.1190 -0.01 0.00 0.00
H 3.2432 -3.0154 2.6525 0.00 0.01 0.00
H 3.7565 -2.1624 1.1547 -0.01 0.01 -0.01
```
Forces are in eV/Å.

natural (NBO) population analysis, charges in e, atoms 1 to 8: number 1, Ti, carries 1.5087; number 2, O, carries -0.7317; number 3, C, carries -0.0682; number 4, C, carries -0.2345; number 5, N, carries -0.4411; number 6, C, carries -0.3363; number 7, C, carries 0.7943; number 8, O, carries -0.6433

No. 2
DFT (wB97M-V/def2-TZVPD) results for a molecular structure, C13H17IMnN2O in a non-equilibrium geometry.

## Properties
Expectation value of S² = 8.84
Total charge = 0
Multiplicity = 6

```
35
Properties=species:S:1:pos:R:3:forces:R:3
C 1.5748 -2.3514 1.7660 -1.07 -4.12 2.72
C -0.3516 -3.0628 0.3002 -1.64 -3.38 -0.67
H 2.6226 -2.6166 1.5415 -0.44 0.58 0.51
H 1.0208 -3.4562 1.9379 1.88 2.77 0.07
H 1.3687 -1.8624 2.7361 0.80 -0.12 -0.22
H -0.5947 -2.8410 -0.7874 -0.77 -1.09 1.21
H 0.3326 -3.9597 0.3269 -1.41 0.84 -0.03
H -1.1134 -2.9936 1.1361 0.30 -0.59 -1.26
C 2.3155 1.4353 0.6949 -0.85 0.55 -1.64
C 2.7471 2.6896 0.2696 0.22 -0.15 0.29
C 2.1050 3.3252 -0.7934 -0.62 -0.91 -0.04
C 1.0010 2.6809 -1.3712 0.42 -0.06 0.38
H 2.7382 0.8929 1.5105 0.41 -0.22 0.38
H 3.5901 3.1389 0.7800 -0.06 0.13 -0.08
H 2.4425 4.2889 -1.1617 -0.08 -0.14 0.07
H 0.4593 3.1497 -2.1746 0.04 0.14 -0.08
N 1.3057 0.8237 0.0638 -0.25 -0.25 1.06
C 0.6027 1.4162 -0.8925 1.82 1.27 0.21
C -0.5887 0.7302 -1.3336 -1.96 -0.66 -0.93
N -0.8830 -0.4828 -0.8062 -0.65 1.05 0.23
C -2.1127 -0.9981 -0.9785 0.75 0.99 -0.73
C -2.7305 0.7736 -2.4958 0.96 -0.08 0.41
C -3.0322 -0.4055 -1.8292 -0.54 -0.44 0.14
H -2.2953 -1.9102 -0.4375 -0.27 -0.16 -0.13
H -3.9830 -0.9101 -1.9541 -0.03 0.18 -0.06
C -1.4860 1.3520 -2.2175 -0.49 -0.47 0.05
H -1.2277 2.2882 -2.6781 0.01 0.13 -0.04
H -3.4285 1.2332 -3.1914 0.16 -0.08 0.17
Mn 0.5786 -1.5244 0.3192 -0.95 4.42 2.44
I 2.1834 -2.0729 -1.1535 4.83 -1.12 -5.22
C -1.0589 0.2317 2.5747 -0.88 1.49 0.21
O 0.0522 -0.3014 2.0092 -0.32 0.34 0.64
H -0.7685 1.2189 2.9760 -0.20 -0.16 0.25
H -1.4793 -0.3336 3.4319 0.54 -0.18 -0.29
H -1.9067 0.4137 1.8817 0.34 -0.48 -0.02
```
Forces are in eV/Å.

natural (NBO) population analysis, charges in e, atoms 1 to 8: number 1, C, carries -0.9642; number 2, C, carries -0.9633; number 3, H, carries 0.2253; number 4, H, carries 0.1993; number 5, H, carries 0.1916; number 6, H, carries 0.2029; number 7, H, carries 0.2420; number 8, H, carries 0.1936

No. 3
DFT (wB97M-V/def2-TZVPD) results for a gas-phase ion, C13H17N2 (charge +1) in a non-equilibrium geometry.

## Properties
Total charge = +1
Multiplicity = 1
SMILES = C=[N+]1Cc2ccc(C)c3c2[C@]1(NC)CC3

```
32
Properties=species:S:1:pos:R:3:forces:R:3
C 2.5130 0.3990 1.2274 0.79 1.97 1.69
C 2.7610 -0.9707 1.1881 1.10 -0.54 -1.13
C 1.2208 0.8291 0.8951 0.70 -1.04 0.46
C 0.3763 -0.1541 0.5042 -3.77 1.03 -1.94
C 0.6486 -1.4096 0.0569 0.75 0.36 0.87
C 1.8911 -1.8585 0.4964 0.00 -1.31 0.74
C -0.9029 2.6893 -1.0565 2.36 1.86 1.22
C -0.3826 -1.7654 -0.9499 -3.37 1.64 1.89
C 0.4460 2.0904 0.8558 0.58 1.60 0.51
C -0.8768 -0.3996 -1.5274 -3.46 -0.28 0.26
C -1.0439 0.4298 -0.2088 5.39 -1.93 0.58
C 2.3252 -3.2861 0.2503 1.24 -0.70 -0.84
C -3.2382 1.3684 0.0119 -0.43 -1.66 0.12
N -0.5609 1.8051 -0.2159 0.48 1.70 -0.64
N -2.2822 0.2882 0.4171 -1.38 0.72 2.36
H 3.2465 1.1854 1.6772 -1.12 -1.79 -1.03
H 3.7835 -1.3901 1.4310 -1.37 0.71 -0.03
H -1.5405 2.4936 -1.8730 -0.70 -0.27 -0.72
H -0.3658 3.6819 -0.9072 -1.16 -1.15 -0.58
H -0.1769 -2.3880 -1.7005 1.55 -2.50 -2.89
H -1.3598 -2.1505 -0.5970 0.81 -0.40 0.85
H -0.1048 2.1082 1.8028 -0.07 0.65 -0.12
H 1.0080 3.0814 0.6861 -0.99 -1.61 0.12
H -0.2019 -0.2006 -2.3533 0.00 1.26 0.19
H -2.0250 -0.4191 -1.8611 2.61 -0.58 -0.11
H 2.8226 -3.8332 1.0963 -0.77 0.85 -0.36
H 1.5222 -3.9664 -0.1597 0.89 0.96 0.34
H 3.1825 -3.1815 -0.4787 -0.98 -0.56 0.30
H -4.0836 1.3276 0.7485 0.48 -0.05 -1.18
H -2.7793 2.3695 0.1284 -0.63 -0.36 -0.34
H -3.5207 1.0759 -1.0630 -0.07 1.10 1.57
H -2.3015 0.1506 1.4785 0.54 0.29 -2.18
```
Forces are in eV/Å.

natural (NBO) population analysis, charges in e, atoms 1 to 8: number 1, C, carries -0.2011; number 2, C, carries -0.1949; number 3, C, carries -0.0479; number 4, C, carries 0.0324; number 5, C, carries -0.0439; number 6, C, carries 0.0287; number 7, C, carries 0.0997; number 8, C, carries -0.4146

No. 4
DFT (wB97M-V/def2-TZVPD) results for a single C13H17N3O2S3 molecule in a non-equilibrium geometry.

## Properties
Total charge = 0
Multiplicity = 1
SMILES = CC[C@@H](C)Sc1nnc(NS(=O)(=O)Cc2ccccc2)s1

```
38
Properties=species:S:1:pos:R:3:forces:R:3
C 3.0783 2.3195 3.4815 -0.03 -0.22 0.01
C 3.3605 0.9148 2.9645 -0.02 0.28 0.07
C 4.2822 0.9043 1.7524 -0.38 -0.13 -0.27
C 4.6683 -0.4962 1.3118 0.08 0.01 -0.04
H 5.3007 -0.4605 0.4276 0.06 -0.05 -0.04
H 3.7767 -1.0758 1.0870 0.05 -0.05 0.02
H 5.2167 -0.9921 2.1100 0.06 -0.06 0.11
H 5.1793 1.4961 1.9614 -0.05 0.03 -0.04
S 3.5617 1.8439 0.3373 0.61 0.42 0.07
C 2.1381 0.9578 -0.0547 -0.42 0.10 -0.42
N 1.6793 -0.0843 0.5418 1.12 0.36 0.50
N 0.5458 -0.5541 0.0279 -1.28 -0.60 -0.47
C 0.1095 0.1148 -0.9813 1.17 0.90 0.26
N -1.0352 -0.1868 -1.6369 -0.73 -0.88 -0.35
S -1.5169 -1.8279 -1.7573 0.50 0.15 -0.26
O -0.3850 -2.6171 -2.1258 0.06 -0.07 0.34
O -2.6360 -1.7910 -2.6447 -0.36 0.19 0.08
C -2.0285 -2.1957 -0.0566 0.28 0.28 -0.68
C -2.9070 -1.0855 0.3954 -0.41 0.24 0.34
C -2.4433 -0.1418 1.3047 -0.01 -0.13 0.04
C -3.2459 0.9220 1.6777 0.00 0.04 0.04
C -4.5164 1.0549 1.1431 -0.01 0.05 0.00
C -4.9833 0.1183 0.2356 -0.06 -0.01 -0.03
C -4.1842 -0.9479 -0.1370 0.00 0.00 0.12
H -4.5393 -1.6702 -0.8554 -0.07 -0.07 -0.08
H -5.9730 0.2193 -0.1837 -0.09 0.00 -0.04
H -5.1413 1.8863 1.4334 -0.06 0.07 0.02
H -2.8784 1.6495 2.3862 0.04 0.05 0.07
H -1.4509 -0.2462 1.7165 0.11 -0.01 0.03
H -2.5379 -3.1541 -0.1183 0.00 -0.11 -0.12
H -1.1049 -2.2705 0.5079 0.03 -0.06 0.02
H -1.2985 0.3911 -2.4180 -0.25 -0.13 -0.11
S 1.1329 1.4880 -1.4141 -0.07 -0.69 0.56
H 2.4278 0.4146 2.7010 0.13 -0.06 0.10
H 3.8450 0.3296 3.7500 0.01 -0.08 0.00
H 4.0038 2.8189 3.7618 0.08 0.12 0.06
H 2.4326 2.2760 4.3548 -0.04 0.07 0.10
H 2.5848 2.9187 2.7198 -0.05 0.08 -0.01
```
Forces are in eV/Å.

natural (NBO) population analysis, charges in e, atoms 1 to 8: number 1, C, carries -0.6092; number 2, C, carries -0.4267; number 3, C, carries -0.2865; number 4, C, carries -0.6291; number 5, H, carries 0.2162; number 6, H, carries 0.2392; number 7, H, carries 0.2119; number 8, H, carries 0.2228

No. 5
DFT (wB97M-V/def2-TZVPD) results for a single C13H17N3O4S2 molecule in a non-equilibrium geometry.

## Properties
Total charge = 0
Multiplicity = 1
SMILES = COCCNC(=O)CNS(=O)(=O)c1ccc2nc(C)sc2c1

```
39
Properties=species:S:1:pos:R:3:forces:R:3
C 0.1690 1.8102 1.7775 -0.02 0.00 0.07
H 0.0610 0.7348 1.5892 0.01 0.02 0.01
O -0.5221 2.5719 0.8134 -0.05 0.10 0.07
C -0.2919 2.2043 -0.5214 0.18 0.05 -0.21
C 1.1625 2.3336 -1.0009 -0.33 0.12 0.10
N 1.9519 1.1610 -0.6998 -0.17 -0.08 -0.20
C 3.0754 1.1892 0.0439 0.06 -0.52 -0.14
O 3.5755 2.2032 0.4774 0.27 0.32 0.24
C 3.6529 -0.2066 0.3047 0.20 0.40 -0.27
N 2.6791 -1.0285 0.9922 -0.01 -0.95 -0.19
S 2.1512 -2.4541 0.2940 -0.14 0.47 0.28
O 2.0738 -3.4403 1.3281 -0.14 0.19 0.17
O 2.9112 -2.7085 -0.8946 -0.15 0.22 -0.05
C 0.4951 -1.9781 -0.1785 0.43 -0.28 0.05
C -0.4371 -1.8096 0.8226 -0.14 -0.07 0.05
C -1.6974 -1.3700 0.4543 -0.01 0.05 -0.33
C -2.0125 -1.1090 -0.9050 0.71 -0.36 0.77
C -1.0498 -1.3070 -1.8927 -0.11 0.03 0.17
C 0.2071 -1.7369 -1.5170 0.07 -0.10 -0.16
H 0.9844 -1.9130 -2.2441 0.04 0.00 -0.16
H -1.3023 -1.1160 -2.9228 -0.01 0.01 -0.14
N -3.2815 -0.6595 -1.1073 -0.63 0.30 -0.81
C -3.9483 -0.5548 -0.0245 0.37 -0.20 0.65
C -5.3438 -0.0819 0.0676 -0.27 0.10 0.06
H -5.7266 0.1113 -0.9306 0.00 0.00 -0.01
H -5.3890 0.8333 0.6566 -0.06 0.05 0.01
H -5.9647 -0.8281 0.5606 -0.08 -0.01 0.01
S -3.0729 -1.0222 1.4478 -0.05 0.07 -0.44
H -0.1760 -2.0300 1.8445 -0.01 0.00 0.19
H 2.8128 -1.1197 1.9846 -0.05 -0.17 0.20
H 4.5766 -0.1000 0.8784 -0.16 -0.02 -0.06
H 3.8801 -0.6994 -0.6453 0.14 0.19 0.07
H 1.5934 0.2671 -1.0021 0.02 0.10 0.06
H 1.1601 2.4985 -2.0834 0.00 0.08 0.07
H 1.6471 3.1825 -0.5132 -0.06 -0.03 -0.13
H -0.9231 2.8815 -1.1012 0.06 -0.12 -0.07
H -0.6303 1.1698 -0.6979 -0.01 0.11 0.00
H 1.2327 2.0620 1.8090 0.02 0.00 0.02
H -0.2837 2.0590 2.7359 0.06 -0.06 0.04
```
Forces are in eV/Å.

natural (NBO) population analysis, charges in e, atoms 1 to 8: number 1, C, carries -0.2561; number 2, H, carries 0.1596; number 3, O, carries -0.5319; number 4, C, carries -0.0667; number 5, C, carries -0.2672; number 6, N, carries -0.6232; number 7, C, carries 0.6680; number 8, O, carries -0.6189

No. 6
DFT (wB97M-V/def2-TZVPD) results for a single C13H17NO7 molecule.

## Properties
Total charge = 0
Multiplicity = 1
SMILES = COC(=O)Nc1c(C(=O)OC)cc(OC)c(OC)c1OC

```
38
Properties=species:S:1:pos:R:3:forces:R:3
C -1.2608 -3.4589 3.3935 -0.12 0.13 0.29
H -2.1711 -2.9153 3.6552 0.07 -0.08 0.01
H -1.4352 -4.5314 3.4204 0.01 0.05 0.00
H -0.4720 -3.1825 4.0961 -0.07 -0.04 -0.03
O -0.8676 -3.1581 2.0636 0.14 0.01 -0.32
C -0.6623 -1.8449 1.8083 -0.07 -0.26 -0.21
O -0.8291 -0.9669 2.6113 -0.05 0.23 0.28
N -0.2813 -1.6998 0.5076 0.11 -0.48 -0.06
C -0.0034 -0.4677 -0.0914 0.05 0.31 0.06
C -0.6062 -0.0692 -1.2904 0.22 0.25 0.29
C -0.3436 1.2027 -1.7946 0.14 0.04 0.05
C 0.5348 2.0632 -1.1658 -0.10 -0.11 0.04
C 1.2333 1.6258 -0.0274 0.18 0.10 0.01
C 0.9417 0.3729 0.5273 -0.01 0.00 -0.03
O 1.6357 -0.1481 1.5760 0.09 0.09 -0.53
C 1.7331 0.6163 2.7707 -0.11 0.21 0.34
H 2.1785 1.5954 2.5955 0.01 -0.14 0.02
H 0.7434 0.7276 3.2192 0.07 -0.03 -0.02
H 2.3696 0.0302 3.4310 -0.04 0.05 0.03
O 2.2181 2.4007 0.5494 -0.64 -0.26 -0.06
C 3.3367 2.6600 -0.2847 0.32 0.00 -0.19
H 3.9793 3.3298 0.2840 0.02 -0.04 -0.06
H 3.8738 1.7313 -0.5009 -0.02 0.05 0.03
H 3.0467 3.1341 -1.2246 -0.02 -0.01 0.07
O 0.7514 3.2966 -1.7329 0.18 -0.41 0.00
C 0.4811 4.4095 -0.8953 -0.11 0.24 0.14
H -0.5826 4.4463 -0.6408 0.04 0.00 -0.02
H 1.0679 4.3870 0.0255 -0.01 -0.02 -0.07
H 0.7463 5.2890 -1.4791 -0.04 0.01 0.06
H -0.8417 1.5207 -2.6970 -0.04 0.05 -0.05
C -1.5737 -0.8748 -2.0730 -0.29 0.03 -0.21
O -2.2732 -0.4189 -2.9427 0.06 -0.09 0.05
O -1.6007 -2.1825 -1.7472 0.29 0.11 0.17
C -2.5185 -2.9800 -2.4835 -0.31 -0.08 -0.30
H -3.5313 -2.5876 -2.3761 0.08 -0.07 -0.01
H -2.2536 -2.9812 -3.5426 -0.04 -0.02 0.09
H -2.4490 -3.9828 -2.0698 0.01 0.05 -0.01
H -0.4372 -2.4912 -0.0999 0.00 0.16 0.17
```
Forces are in eV/Å.

natural (NBO) population analysis, charges in e, atoms 1 to 8: number 1, C, carries -0.2534; number 2, H, carries 0.1929; number 3, H, carries 0.1930; number 4, H, carries 0.1893; number 5, O, carries -0.5221; number 6, C, carries 0.9012; number 7, O, carries -0.6438; number 8, N, carries -0.6469

Number 1: E -3144.2335 a.u.. Number 2: E -2138.7882 a.u.. Number 3: E -614.7171 a.u.. Number 4: E -2014.8588 a.u.. Number 5: E -1767.1911 a.u.. Number 6: E -1086.9931 a.u..